Record 1
Below is a 3-piece molecular cluster, C7H15NS overall at a distorted geometry, with properties calculated with ωB97M-V/def2-TZVPD.

```
24
Properties=species:S:1:pos:R:3:forces:R:3
C -0.454 1.581 -1.528 -0.44 2.77 0.01
C -1.231 0.379 -1.577 0.87 -0.06 0.24
C -1.367 -0.895 -2.376 -0.28 2.89 0.54
C 1.518 -1.245 -0.803 1.03 0.23 0.33
C 0.212 -1.103 1.201 1.40 0.96 -0.03
C 2.227 0.499 1.027 -0.23 0.67 -0.10
C 1.278 -0.538 0.534 -3.17 -2.42 1.37
N -1.249 0.911 -0.428 -0.94 -1.12 -1.19
S -2.882 1.763 3.386 0.07 -0.49 0.24
H 0.623 1.540 -1.326 -0.23 0.26 -0.41
H -0.911 2.603 -1.849 1.14 -1.85 0.30
H -1.672 -1.572 -1.657 -1.12 -2.03 0.79
H -0.400 -1.130 -2.728 0.90 -0.23 -0.58
H -1.988 -0.710 -3.230 -0.71 -0.31 -0.28
H 2.112 -0.476 -1.348 -0.19 -1.15 -0.49
H 0.551 -1.491 -1.342 1.75 0.23 1.02
H 2.120 -2.208 -0.583 -0.76 1.56 -0.79
H -0.227 -1.953 0.609 -0.13 0.95 1.28
H -0.167 -0.785 2.239 0.57 -0.61 -1.87
H -2.906 0.434 3.668 0.01 0.50 -0.15
H 2.504 1.169 0.196 0.39 -0.41 0.22
H 3.082 -0.034 1.449 0.32 0.36 -0.21
H 1.847 1.196 1.795 -0.20 -0.69 -0.14
H -2.618 2.066 4.668 -0.05 0.00 -0.10
```
Forces are in eV/Å.

Computed properties:
- largest force on an atom (eV/A) = 4.2
- HOMO-LUMO gap (eV) = 9.43
- E_tot (a.u.) = -728.50080

Mulliken population analysis, charges in e, atoms 1 to 4: -0.124, 0.614, -1.395, -0.911

=====

Record 2
Below is one molecule with the formula C17H16ClF4N5O at a distorted geometry, with properties calculated with ωB97M-V/def2-TZVPD.

```
44
Properties=species:S:1:pos:R:3:forces:R:3
F -1.803 2.992 0.367 0.67 -0.88 -0.36
F 6.783 -0.959 -0.369 -0.64 0.24 0.62
F 5.439 0.692 0.324 0.43 -1.20 -0.63
F -4.378 0.021 -0.750 -0.32 -0.11 -0.06
Cl 4.075 -0.607 -5.389 -0.13 -0.53 2.68
N -2.044 -0.612 2.066 -1.12 -0.04 0.43
N 3.392 -1.171 -1.368 1.43 1.26 -0.84
O -1.651 1.183 3.611 -0.78 0.22 -0.82
C -1.503 -0.092 3.115 -2.64 2.01 -3.16
C 3.008 -1.139 -2.624 0.33 0.44 -1.01
C 4.100 -0.869 -3.563 -2.43 -0.10 -1.06
C 5.136 -0.682 -2.788 2.80 1.33 3.05
C -0.183 2.008 -1.099 -0.90 0.56 -0.63
C 0.225 0.886 -1.850 2.15 1.53 -0.41
C -1.117 -0.544 -0.465 1.85 1.03 -2.25
C -1.212 1.867 -0.183 -0.77 -0.73 0.44
C -0.126 -0.437 -1.541 -1.01 3.07 2.00
C -1.701 0.582 0.157 0.01 0.10 -1.67
N -0.649 -0.800 3.776 1.67 0.94 3.16
N 4.764 -0.761 -1.395 -1.38 -1.32 -1.65
N 0.554 -1.466 -2.115 0.46 -0.34 -1.94
C 5.492 -0.638 -0.107 -0.24 1.79 -2.47
C 1.634 -1.370 -3.153 -1.58 -0.63 2.25
C -4.080 -0.597 0.441 1.35 2.46 1.54
C -4.135 1.047 3.257 2.06 -1.25 -0.63
C -2.825 0.218 1.109 -1.19 -0.59 2.05
C -2.859 1.832 3.143 -1.23 0.12 -0.44
C -3.541 1.330 1.885 1.13 -0.39 0.89
H 6.091 -0.334 -3.155 0.24 -0.17 0.60
H 0.150 3.064 -1.305 -0.16 -1.41 0.03
H 1.085 1.128 -2.579 -1.50 -0.72 1.06
H -1.361 -1.527 -0.159 -0.53 -0.70 0.39
H -0.537 -1.694 3.455 0.82 -2.34 -0.74
H 0.022 -0.304 4.331 0.17 -0.36 0.28
H 0.643 -2.212 -1.494 0.30 -1.52 0.66
H 5.031 -1.173 0.695 -0.16 -0.90 0.12
H 1.673 -2.309 -3.658 -0.14 -1.06 -0.18
H 1.332 -0.740 -3.968 0.09 0.97 0.01
H -4.956 -0.645 1.111 0.30 0.78 -0.21
H -3.835 -1.582 0.326 1.05 -2.65 -1.00
H -4.971 1.568 3.613 -1.16 0.45 0.21
H -3.941 0.050 3.613 -0.48 -0.26 0.25
H -3.054 2.877 3.410 1.35 -0.40 0.03
H -4.164 1.919 1.273 -0.15 1.30 -0.60
```
Forces are in eV/Å.

Computed properties:
- largest force on an atom (eV/A) = 4.6
- HOMO-LUMO gap (eV) = 8.22
- E_tot (a.u.) = -1865.94327

Mulliken population analysis, charges in e, atoms 1 to 4: -0.317, -0.237, -0.267, -0.322

=====

Record 3
Below is one molecule with the formula C4H4O4 at a distorted geometry, with properties calculated with ωB97M-V/def2-TZVPD.

```
12
Properties=species:S:1:pos:R:3:forces:R:3
C 0.841 1.432 -0.872 4.33 -1.02 -0.24
C -0.008 0.384 -0.338 -0.89 -3.92 1.91
C -1.554 -0.320 1.184 -0.03 5.46 1.49
C -0.015 -1.010 -0.155 1.51 1.12 -1.66
H 1.561 0.996 -1.644 -1.06 0.43 0.82
H 1.602 1.734 -0.027 -1.71 0.00 -1.45
H 0.360 2.260 -1.352 -0.50 0.42 0.21
H 0.718 -2.714 0.378 0.47 2.09 -3.97
O -0.961 0.865 0.552 -0.97 -2.54 -0.15
O -2.256 -0.100 2.109 -0.95 -1.02 0.21
O -1.050 -1.404 0.730 1.51 -0.95 -1.62
O 0.763 -2.122 -0.564 -1.72 -0.07 4.45
```
Forces are in eV/Å.

Computed properties:
- largest force on an atom (eV/A) = 5.7
- HOMO-LUMO gap (eV) = 9.03
- E_tot (a.u.) = -455.71877

Mulliken population analysis, charges in e, atoms 1 to 4: -1.059, 0.527, 0.630, 0.312

=====

Record 4
Below is a 2-piece molecular cluster, C6H14S3 overall, with properties calculated with ωB97M-V/def2-TZVPD.

```
23
Properties=species:S:1:pos:R:3:forces:R:3
S 2.090 0.263 0.247 0.05 0.03 -0.09
S 1.506 2.218 0.042 -0.05 -0.02 0.03
C 1.846 -0.271 -1.469 0.38 -0.20 -0.31
C -0.178 1.932 -0.568 -0.45 0.18 0.29
C 0.383 -0.194 -1.899 -0.16 -0.28 -0.08
C -0.193 1.227 -1.922 -0.14 0.13 -0.23
H 2.498 0.338 -2.124 -0.29 -0.24 0.31
H 2.212 -1.315 -1.506 -0.18 0.43 0.02
H -0.637 2.937 -0.644 0.22 -0.42 0.00
H -0.739 1.362 0.197 0.26 0.21 -0.42
H -0.218 -0.822 -1.213 0.18 0.25 -0.30
H 0.296 -0.625 -2.914 0.01 0.13 0.41
H -1.240 1.175 -2.276 0.43 0.04 0.11
H 0.377 1.842 -2.645 -0.26 -0.23 0.23
S -1.925 -0.961 1.477 0.11 -0.04 0.07
C -1.099 0.075 2.696 0.22 0.37 0.37
C -0.728 -2.305 1.430 0.33 -0.45 -0.08
H -1.716 0.976 2.853 0.23 -0.39 -0.07
H -0.101 0.389 2.348 -0.38 -0.13 0.05
H -0.988 -0.447 3.661 -0.12 0.16 -0.38
H 0.264 -1.950 1.104 -0.40 -0.04 0.11
H -0.623 -2.787 2.417 -0.12 0.20 -0.36
H -1.087 -3.057 0.708 0.11 0.32 0.31
```
Forces are in eV/Å.

Computed properties:
- largest force on an atom (eV/A) = 0.6
- HOMO-LUMO gap (eV) = 9.15
- E_tot (a.u.) = -1431.57703

Mulliken population analysis, charges in e, atoms 1 to 4: -0.125, -0.111, -0.711, -0.178

=====

Record 5
Below is one molecule with the formula C2HF2OP at a distorted geometry, with properties calculated with ωB97M-V/def2-TZVPD.

```
7
Properties=species:S:1:pos:R:3:forces:R:3
C -1.223 0.795 -0.146 5.00 -1.05 2.61
C -0.078 0.282 0.300 -1.08 -0.52 -0.83
O -0.908 1.728 0.690 0.73 0.81 1.13
F 1.378 -1.161 -1.282 0.26 0.84 1.89
F 1.195 -1.959 0.995 0.29 1.50 -0.63
P 1.576 -0.534 0.263 -1.80 -1.26 -1.16
H -1.940 0.848 -0.820 -3.39 -0.31 -3.01
```
Forces are in eV/Å.

Computed properties:
- largest force on an atom (eV/A) = 5.7
- HOMO-LUMO gap (eV) = 8.97
- E_tot (a.u.) = -693.03076

Mulliken population analysis, charges in e, atoms 1 to 4: 0.246, -0.185, -0.363, -0.283

=====

Record 6
Below is one molecule with the formula C8H9NS2 at a distorted geometry, with properties calculated with ωB97M-V/def2-TZVPD.

```
20
Properties=species:S:1:pos:R:3:forces:R:3
C 0.394 -0.426 -0.344 -0.16 1.75 1.07
C 3.182 -1.683 -0.087 -0.75 -3.14 0.83
C 2.657 -0.804 -1.123 -1.36 2.92 2.00
C 3.463 -1.112 1.063 2.31 -0.25 2.44
C 3.029 0.636 -0.695 0.45 -0.39 1.69
C -0.984 1.644 0.196 0.89 -1.63 1.42
C -0.892 -0.229 1.835 -0.25 -1.64 0.84
C -0.376 0.235 0.488 -1.39 0.11 0.44
N 1.156 -0.787 -1.209 0.95 -2.09 -1.43
S 3.610 0.592 1.009 -0.72 1.29 -1.02
S 2.828 2.014 -1.463 -0.09 0.48 -0.71
H 3.174 -2.794 -0.165 -0.06 1.02 -0.21
H 3.102 -0.942 -2.033 0.51 -0.68 -2.66
H 3.940 -1.480 2.042 -1.16 -0.25 -1.83
H -1.084 2.033 1.283 0.32 0.39 -2.31
H -0.340 2.131 -0.541 -0.39 0.63 0.48
H -1.978 1.428 -0.201 -0.03 0.45 -0.01
H -1.149 -1.297 2.033 0.49 0.42 -0.86
H -1.814 0.260 2.186 0.39 0.30 -0.52
H -0.116 -0.030 2.566 0.09 0.30 0.34
```
Forces are in eV/Å.

Computed properties:
- largest force on an atom (eV/A) = 3.8
- HOMO-LUMO gap (eV) = 7.56
- E_tot (a.u.) = -1161.24184

Mulliken population analysis, charges in e, atoms 1 to 4: 0.508, -0.617, 0.026, -0.056

=====

It is found that the HOMO values, taken in the order of the records, are -8.5370, -7.6304, -8.7752, -8.4377, -9.1542, -7.9844 eV.
It is found that the energy relative to the best compared isomer or geometry (same formula, charge and spin) values, taken in the order of the records, are 2.360, 1.809, 2.565, 0.000, 3.445, 3.528 eV.